{
  "formula": "C26H28N6O2S3Tc",
  "method": "the ωB97M-V functional and the def2-TZVPD basis",
  "elements": ["Tc", "S", "S", "S", "O", "O", "N", "N", "N", "N", "N", "N", "C", "C", "C", "C", "C", "C", "C", "C", "C", "C", "C", "C", "C", "C", "C", "C", "C", "C", "C", "C", "C", "C", "C", "C", "C", "C", "H", "H", "H", "H", "H", "H", "H", "H", "H", "H", "H", "H", "H", "H", "H", "H", "H", "H", "H", "H", "H", "H", "H", "H", "H", "H", "H", "H"],
  "coordinates": [[-0.05369, -0.90032, 1.29838], [-3.80322, -3.28395, -0.41119], [-2.30521, -1.76687, 1.61003], [0.30417, 0.28020, -2.50419], [-0.93275, 0.22179, -0.17890], [1.26199, -0.46039, -1.62784], [-0.46351, 0.89293, 2.16077], [-1.17048, -3.09648, -0.42627], [-0.04700, -2.55986, 0.07210], [0.43873, -1.19729, 3.32928], [-1.01512, 1.85536, 1.40798], [1.98205, -1.17068, 0.85566], [-2.60583, 1.78747, -1.87843], [-3.59574, 3.93267, -2.31222], [-2.22365, 3.63638, -0.36632], [0.40810, -0.19462, 5.49943], [1.09834, -2.98388, -0.36085], [4.30318, -0.64320, 0.90833], [0.86315, -2.33769, 3.88177], [1.79930, 1.92042, -4.04107], [1.00396, 1.96945, -2.74511], [-0.29335, 1.06362, 3.44875], [1.06335, -2.47862, 5.24081], [2.98797, -0.38190, 1.23858], [-2.02697, 2.29664, -0.71275], [-3.36998, 2.61311, -2.68300], [4.59477, -1.77269, 0.15476], [0.82627, -1.38872, 6.06673], [-3.38879, -3.91873, -2.05520], [-0.62626, 2.33268, 4.14290], [-3.01530, 4.44466, -1.15952], [0.69840, -0.23108, -4.23534], [0.97483, 1.05927, -4.98844], [0.20989, -0.12055, 4.12780], [2.25562, -2.25643, 0.09013], [-2.27628, -2.75166, 0.16357], [3.55585, -2.58562, -0.26460], [-1.27728, 1.42232, 0.19053], [2.77313, 1.45823, -3.86824], [-3.34476, -3.08034, -2.74575], [5.08281, 0.03149, 1.22917], [1.04204, -3.16391, 3.20518], [-4.22929, 4.56303, -2.92117], [3.73322, -3.46210, -0.87183], [0.03629, 1.56656, -5.22410], [0.23202, 0.67360, 6.11744], [-1.23893, 2.14442, 5.02480], [-3.19640, 5.47008, -0.86959], [-1.75290, 4.02676, 0.52376], [1.96452, 2.92023, -4.44174], [1.49673, 0.86054, -5.92454], [0.15172, 2.64667, -2.81659], [1.59055, 2.20641, -1.85884], [-2.43854, -4.43974, -2.02102], [2.73318, 0.49500, 1.82151], [0.28299, 2.84581, 4.46583], [1.39369, -3.42366, 5.64538], [-2.48029, 0.74202, -2.11957], [-3.81379, 2.22544, -3.58978], [-1.16127, 2.98642, 3.46156], [0.97007, -1.46317, 7.13581], [-4.18450, -4.59863, -2.34707], [5.61553, -2.00870, -0.11075], [1.16048, -3.80755, -1.06071], [-0.13782, -0.79850, -4.63818], [1.57998, -0.86416, -4.13798]],
  "forces_ev_per_a": [[-2.16, 0.28, -0.54], [-0.12, 0.02, -0.01], [0.68, 0.41, 0.27], [0.08, 0.35, -1.29], [0.35, -0.47, 0.76], [0.53, -0.43, 0.47], [0.36, -0.14, 0.66], [-0.61, -0.61, -0.74], [0.62, -0.12, 0.20], [0.04, -0.14, 0.25], [-0.33, 0.66, -0.30], [0.63, 0.02, -0.14], [0.00, -0.05, 0.18], [0.06, 0.00, -0.05], [0.07, -0.06, -0.01], [-0.03, 0.13, -0.19], [-0.65, 0.01, 0.02], [0.13, -0.19, -0.15], [0.04, -0.22, -0.18], [0.00, 0.15, -0.07], [-0.13, -0.37, -0.17], [-0.17, 0.38, -0.51], [-0.02, 0.13, 0.19], [-0.04, 0.15, 0.12], [-0.04, 0.01, -0.17], [-0.08, -0.01, -0.02], [-0.01, 0.20, 0.12], [0.07, -0.12, -0.18], [0.09, 0.05, 0.11], [-0.04, 0.01, -0.03], [-0.02, 0.02, 0.04], [-0.20, 0.36, 0.36], [0.20, -0.01, -0.12], [0.13, -0.29, 0.32], [0.59, 0.22, 0.12], [0.61, -0.02, -0.03], [-0.39, -0.07, 0.02], [0.00, 0.02, 0.65], [0.02, 0.02, -0.01], [0.04, -0.04, -0.04], [-0.01, 0.02, 0.04], [-0.05, 0.00, -0.01], [0.02, 0.01, -0.03], [0.02, -0.01, 0.00], [0.01, -0.01, -0.07], [-0.04, 0.02, -0.03], [0.01, -0.01, 0.01], [0.04, 0.03, -0.03], [-0.06, 0.02, 0.04], [0.04, 0.00, 0.03], [-0.05, 0.02, -0.02], [0.00, 0.04, 0.01], [-0.07, -0.06, 0.07], [-0.03, -0.07, -0.02], [-0.07, -0.03, 0.00], [0.03, -0.05, 0.03], [0.01, -0.04, -0.05], [0.02, 0.00, -0.04], [-0.04, -0.03, 0.02], [-0.02, 0.00, 0.04], [0.00, -0.01, 0.01], [-0.05, 0.01, 0.07], [0.02, 0.00, -0.01], [-0.06, 0.00, -0.04], [0.01, -0.08, 0.07], [0.02, 0.00, -0.02]],
  "e_lumo_ev": [-6.7, -8.1],
  "spin_multiplicity": 4,
  "charge": 2,
  "e_homo_ev": [-13.509, -13.490],
  "homo_lumo_gap_ev": [6.82, 5.37],
  "s_squared": 3.81
}

{
  "formula": "C3H3Br2NO2",
  "method": "the ωB97M-V functional and the def2-TZVPD basis",
  "elements": ["Br", "Br", "O", "O", "N", "C", "C", "C", "H", "H", "H"],
  "coordinates": [[-2.76570, 0.01448, 0.27750], [-0.08354, -2.52675, -0.13303], [-0.82678, 0.31305, -1.53515], [-0.76708, 1.91448, 0.13598], [2.40229, 0.35052, 0.07713], [0.36513, -0.95236, 0.90733], [-1.16322, 0.92996, -0.37965], [1.45496, -0.23914, 0.56442], [3.29370, 0.48229, 0.50622], [-1.63321, 0.11783, -2.00910], [-0.27655, -0.40435, 1.58836]],
  "forces_ev_per_a": [[-0.41, 0.11, 0.37], [0.32, 0.84, 1.03], [1.14, 1.51, 0.66], [0.49, -0.86, -0.47], [-1.73, 0.31, 0.13], [1.73, 1.18, -0.79], [-1.22, 0.20, -0.75], [-0.01, -1.50, -0.36], [0.58, -0.41, 0.37], [-0.45, -0.51, -0.14], [-0.44, -0.88, -0.05]],
  "e_lumo_ev": 0.1,
  "spin_multiplicity": 1,
  "charge": 0,
  "e_homo_ev": -8.860,
  "homo_lumo_gap_ev": 8.96,
  "smiles": "O=C(O)Br.N=C=CBr"
}

Values of energy above the lowest of the compared OMol25 structures with the same formula, charge and spin, in order: 15.14, 26.08, all in kcal per mole.
Values of strongest force on any atom, in order: 0.0436, 0.0435, all in Eh/bohr.
Values of molecular weight, in order: 650.751, 244.870, all in g mol⁻¹.